1.
20
Properties=species:S:1:pos:R:3:forces:R:3 method="wB97M-V/def2-TZVPD" largest_force_ev_per_a=2.68 smiles="C/C=C/CN.O.O" charge=0 homo_energy_ev=-8.7
N 1.42189 -0.29781 1.57044 1.5 1.0 -0.5
C 1.84728 0.56800 0.41536 -2.3 0.5 1.2
C 2.59103 -2.11682 -2.28072 -2.0 0.2 -0.7
C 2.55778 -1.37013 -0.95962 0.3 -0.2 -1.7
C 1.96720 -0.19477 -0.87116 0.4 0.7 0.8
H 0.43273 -0.44459 1.45918 -0.1 -0.5 0.0
H 1.96753 -1.15170 1.52323 -0.6 -0.1 0.2
H 2.65150 1.27628 0.69826 0.0 -0.8 -0.3
H 0.94789 1.22620 0.33124 0.8 -0.1 -0.2
H 2.48848 -1.43115 -3.20308 0.7 -1.0 1.5
H 3.32319 -2.92499 -2.38343 0.2 0.6 0.0
H 1.60625 -2.64089 -2.26294 0.5 -0.1 -0.3
H 2.97273 -1.90326 -0.12160 0.2 0.1 0.3
H 1.46516 0.27462 -1.71216 0.4 -0.2 -0.3
H -6.91471 1.42434 1.90919 0.0 0.1 0.1
H -6.41421 2.85256 1.57684 -0.1 -0.5 0.0
O -6.37635 1.92699 1.29167 0.1 0.3 -0.1
H -2.48844 0.40484 0.30154 0.0 0.1 -0.2
H -1.45356 1.27381 -0.46273 -0.2 -0.1 -0.1
O -1.68180 0.92043 0.40117 0.2 -0.1 0.3

---

2.
20
Properties=species:S:1:pos:R:3:forces:R:3 method="wB97M-V/def2-TZVPD" largest_force_ev_per_a=1.50 smiles="C=C(C)NC.O.O" charge=0 homo_energy_ev=-8.0
C -0.73861 -0.49209 0.59887 1.0 0.6 0.9
C 0.40902 0.30292 0.02184 -0.2 -0.4 -1.1
C 0.93220 -0.03617 -1.16822 0.6 0.7 0.8
C 0.87928 1.43422 2.13847 -0.8 1.2 -0.5
N 0.91115 1.41965 0.69097 -0.3 -1.0 0.1
H -0.32934 -1.20195 1.32567 -0.1 -0.2 -0.2
H -1.24236 -1.01448 -0.20149 -0.3 -0.1 0.1
H -1.35592 0.16933 1.20125 -0.6 -0.1 -0.3
H 0.56118 -0.80559 -1.82108 -0.1 -0.1 0.0
H 1.87377 0.47302 -1.35781 -0.1 -0.2 -0.7
H -0.14793 1.58600 2.49271 -0.1 -0.6 0.2
H 1.35598 2.32121 2.55227 0.6 -0.2 -0.2
H 1.32017 0.51586 2.50617 0.1 0.0 0.4
H 1.09195 2.19346 0.08505 0.3 0.4 0.5
H -2.71287 1.75303 -3.72054 0.2 0.5 0.0
H -1.28052 2.21417 -3.62704 0.3 0.1 0.0
O -2.16595 2.55655 -3.76683 -0.4 -0.6 0.0
H -0.37936 -4.25381 0.22169 -0.1 0.0 -0.1
H 0.57533 -4.44416 1.37225 0.1 0.0 0.2
O 0.44283 -4.69115 0.45582 -0.1 0.0 -0.1

---

3.
20
Properties=species:S:1:pos:R:3:forces:R:3 method="wB97M-V/def2-TZVPD" largest_force_ev_per_a=1.43 smiles="CC(C)=CN.O.O" charge=0 homo_energy_ev=-9.2
C -1.86112 -1.35265 -0.32271 -0.3 0.1 0.4
C -1.41731 0.03255 0.07927 1.2 -0.8 -0.1
C -1.02934 0.31989 1.32054 -0.5 0.1 0.6
N -1.38227 -0.41877 2.52235 0.2 -0.1 -0.6
C -1.06358 0.94050 -1.06204 -0.4 0.7 0.6
H -2.65980 -1.28741 -1.05946 -0.1 -0.3 0.0
H -2.14473 -1.97783 0.52772 -0.3 0.2 -0.1
H -1.02018 -1.89166 -0.76914 0.0 0.2 -0.3
H -0.44949 1.20866 1.54441 -0.2 0.2 -0.2
H -2.36842 -0.64724 2.48004 0.0 0.0 0.1
H -0.89085 -1.30571 2.54624 0.1 0.0 0.2
H -0.81088 1.92769 -0.66776 0.5 -0.1 0.0
H -1.93793 1.16041 -1.67140 -0.1 -0.4 -0.4
H -0.25300 0.53663 -1.66359 0.0 0.0 -0.2
H 3.59247 1.13054 -0.67543 0.0 0.0 0.2
H 4.05800 2.25748 -1.55804 0.1 0.2 0.0
O 4.10754 1.95317 -0.64670 -0.2 -0.2 -0.2
H 3.15118 -1.34144 -0.35064 -0.1 -0.1 0.2
H 1.82393 -0.61282 0.03128 0.3 -0.1 -0.1
O 2.55580 -0.63198 -0.60494 -0.3 0.3 0.0

---

4.
20
Properties=species:S:1:pos:R:3:forces:R:3 method="wB97M-V/def2-TZVPD" largest_force_ev_per_a=0.98 smiles="C/C=C/CN.O.O" charge=0 homo_energy_ev=-9.0
N -1.44482 1.14095 -1.44823 -0.5 0.3 0.6
C -1.12586 0.47226 -0.18418 0.7 -0.6 -0.1
C 0.47018 -3.05229 0.44909 -0.5 0.1 -0.1
C 0.00815 -1.63412 0.63035 0.8 -0.1 -0.2
C -0.50904 -0.90767 -0.34537 -0.9 0.2 -0.2
H -0.78118 0.95590 -2.18585 0.0 -0.3 0.0
H -2.37215 0.84126 -1.71277 0.1 0.1 -0.5
H -2.03465 0.27496 0.37433 -0.4 0.5 0.0
H -0.50790 1.12495 0.41846 0.1 -0.1 0.2
H 0.12669 -3.41091 -0.51801 0.0 -0.2 -0.1
H 1.54985 -3.15291 0.46073 0.2 0.1 0.2
H 0.05478 -3.69989 1.22188 0.1 -0.1 0.0
H 0.20115 -1.15634 1.58278 0.0 0.0 0.1
H -0.78104 -1.36297 -1.30183 0.4 -0.1 0.1
H 1.37959 1.85046 1.06468 -0.2 0.0 0.1
H 2.51964 1.08926 1.73884 0.0 0.0 0.1
O 1.56419 1.19478 1.75435 0.2 0.1 -0.1
H -0.19913 2.98809 -0.86839 0.0 -0.2 0.0
H 1.33234 3.24692 -0.84189 -0.1 0.1 -0.2
O 0.54921 3.19731 -0.28897 0.1 0.0 0.2

---

5.
20
Properties=species:S:1:pos:R:3:forces:R:3 method="wB97M-V/def2-TZVPD" largest_force_ev_per_a=1.35 smiles="C=C(N)CC.O.O" charge=0 homo_energy_ev=-8.3
C 1.39908 0.92266 -0.57285 0.8 1.1 -0.3
C 2.18911 -0.13964 0.20929 -1.2 -0.2 -0.2
C 1.31381 -1.32114 0.59559 -0.5 0.1 0.9
C 0.46861 -1.96247 -0.22126 0.4 0.5 -0.1
N 1.52497 -1.74802 1.91861 0.5 -0.9 0.0
H 0.33946 0.72298 -0.63399 -0.2 -0.3 -0.2
H 1.82608 1.10994 -1.55926 -0.3 -0.4 -0.2
H 1.46091 1.93237 -0.14354 0.1 -0.3 0.4
H 2.64301 0.30570 1.08950 0.1 -0.2 0.1
H 2.96551 -0.63018 -0.37816 0.2 0.5 -0.1
H 0.20224 -1.52565 -1.17242 0.4 -0.3 -0.3
H 0.04176 -2.91892 0.04074 -0.3 0.1 0.2
H 1.34755 -1.08650 2.65565 0.2 0.4 -0.2
H 1.07064 -2.61903 2.15083 -0.1 0.0 -0.1
H -2.86471 -0.84389 -0.73911 0.2 0.0 0.0
H -3.18983 0.64240 -0.51731 -0.1 -0.1 -0.2
O -3.53804 -0.24967 -0.40284 -0.1 0.1 0.2
H -2.73249 2.93596 -0.10507 0.1 0.0 0.3
H -3.36972 3.67043 -1.23346 -0.4 0.9 -0.5
O -3.09798 2.80267 -0.98092 0.4 -0.8 0.3

---

6.
20
Properties=species:S:1:pos:R:3:forces:R:3 method="wB97M-V/def2-TZVPD" largest_force_ev_per_a=1.71 smiles="C/C=C/NC.O.O" charge=0 homo_energy_ev=-8.4
C -0.06062 -2.21639 1.51625 -0.1 0.5 0.5
C 0.25154 -1.19494 0.47351 -0.5 0.0 -0.8
C -0.61413 -0.74155 -0.44092 0.2 -0.7 -0.5
N -0.16828 0.06286 -1.54360 -0.3 0.0 0.1
C -0.78425 -0.13277 -2.85210 -0.2 -1.5 -0.3
H 0.68238 -2.18399 2.31791 -0.3 0.0 0.0
H -1.06321 -2.08112 1.94062 0.2 0.0 0.0
H -0.01220 -3.19776 1.06905 0.0 -0.4 -0.1
H 1.29885 -0.92300 0.34518 -0.1 0.0 0.0
H -1.69731 -0.98809 -0.42790 0.8 0.3 0.0
H 0.82210 -0.07823 -1.69764 0.1 0.0 0.4
H -0.54939 -1.17038 -3.15997 -0.2 0.2 -0.2
H -1.87968 -0.06835 -2.86989 0.3 0.3 0.3
H -0.36683 0.51178 -3.62715 0.0 0.3 0.4
H -0.58915 2.36302 0.54214 -0.1 0.2 -0.1
H 0.02176 1.30503 -0.40134 0.1 1.7 -0.1
O 0.17792 2.23071 -0.02610 -0.2 -0.9 0.3
H 1.89663 1.30307 2.68936 0.0 0.1 0.0
H 0.82403 1.72842 1.65607 0.3 -0.1 0.1
O 0.94783 1.35184 2.54922 -0.1 0.0 0.0

---

Values for E_tot, eV, ordered as above
-9942.555, -9942.674, -9943.286, -9943.294, -9943.090, -9942.975